Entry 1:
This record from the Open Molecules 2025 dataset describes a molecular structure, C27H31N6O4S2TeTi. The level of theory is the ωB97M-V functional and the def2-TZVPD basis.

Cartesian coordinates (Å):
Ti 0.128921 -0.402327 -0.794156
O -0.346824 -0.223392 1.051262
C 0.320057 -0.230157 2.176445
C -0.398983 -0.412624 3.372916
C 0.228488 -0.460470 4.596766
C 1.614411 -0.335944 4.679154
C 2.333703 -0.154465 3.516119
C 1.724590 -0.084016 2.261065
C 2.553511 0.140855 1.068289
N 2.189903 0.052630 -0.194513
C 3.290530 0.364546 -0.959517
C 4.335590 0.639707 -0.146311
N 3.854986 0.496388 1.136677
H -1.472084 -0.522421 3.283086
H -0.358549 -0.607998 5.495132
H 2.121521 -0.393036 5.632888
H 3.413478 -0.090262 3.589885
H 3.248670 0.340345 -2.032700
H 5.354655 0.909313 -0.354292
H 4.371057 0.641293 1.983062
C -2.339881 2.846526 0.556703
N -2.406825 3.014688 -0.888026
C -2.297629 4.337359 -1.358457
C -1.736804 4.336319 -2.564025
N -1.489537 3.008442 -2.938797
C -1.577983 2.179974 -1.747159
S 0.185024 1.947377 -1.038444
H -3.223181 3.313232 0.998886
H -1.436229 3.304535 0.973018
H -2.343714 1.787835 0.795541
H -2.698388 5.156508 -0.784934
H -1.557909 5.152970 -3.243082
H -0.688728 2.817555 -3.521596
Te 1.354087 -1.709533 -3.126474
C 0.660045 -0.336992 -4.568771
C 0.856253 1.016186 -4.631876
C 0.215987 1.633932 -5.743705
C -0.466746 0.743777 -6.517825
S -0.323397 -0.841760 -5.883973
H 1.420675 1.551695 -3.880654
H 0.263852 2.693894 -5.960044
H -1.035924 0.936904 -7.413459
O -1.179926 -0.189807 -1.987661
C -2.218637 0.733938 -2.006623
C -2.844562 0.696539 -3.403040
C -3.485001 -0.653367 -3.751482
C -4.948827 -0.763903 -3.329591
C -5.169757 -0.772353 -1.822414
C -4.556127 0.424162 -1.091237
N -3.117724 0.360288 -0.925329
H -2.040815 0.905600 -4.109498
H -3.575687 1.500539 -3.514207
H -2.892584 -1.462444 -3.313361
H -3.431995 -0.782964 -4.835775
H -5.383746 -1.673149 -3.756997
H -5.499902 0.079952 -3.764531
H -4.730817 -1.680748 -1.394982
H -6.245762 -0.808356 -1.614734
H -4.999942 0.485835 -0.091750
H -4.809151 1.362971 -1.591309
H -2.821456 -0.539724 -0.565227
O 2.751264 -3.013612 0.297163
C 1.590771 -3.324333 0.115473
C 1.085297 -4.770661 0.098015
C -0.409092 -4.643514 -0.178691
C -0.625168 -3.140579 -0.222053
O -1.708475 -2.589602 -0.383517
N 0.544156 -2.462076 -0.096021
H 1.321745 -5.241635 1.052066
H 1.628707 -5.305705 -0.680746
H -1.049931 -5.086312 0.583431
H -0.705340 -5.052566 -1.144875

Atoms 1-6, force components in eV/Å:
0.7522 -0.2435 -0.1549
0.0807 0.1995 -0.1981
0.0037 -0.2119 0.0386
-0.0554 0.0472 -0.0293
0.0446 0.0031 -0.0110
-0.0280 -0.0015 0.0137

The calculation puts the total energy at -3591.08861 a.u. The HOMO energy is -4.09 eV. Its HOMO-LUMO gap is 0.2448 Ha. As for the charge: -1.

***

Entry 2:
This record from the Open Molecules 2025 dataset describes a molecular structure, C11H5Br4FeO6S in a non-equilibrium geometry. The level of theory is the ωB97M-V functional and the def2-TZVPD basis.

Cartesian coordinates (Å):
Fe -0.480407 1.008036 -0.915932
C -1.740507 -1.603064 -1.234732
C -0.610107 -1.680764 -2.049132
C -0.688507 -0.651464 -3.007432
C -1.888307 0.046736 -2.797132
C -2.528107 -0.526664 -1.683932
H -1.984007 -2.260864 -0.416232
H 0.188793 -2.397664 -1.965832
H 0.023293 -0.480164 -3.796432
H -2.269607 0.854336 -3.394732
H -3.482907 -0.235064 -1.283532
O -2.003307 2.685436 -0.840932
S -0.696507 3.395536 -1.018032
O -0.860107 4.832236 -1.102832
O 0.176193 2.962536 0.110768
O -0.086107 2.805336 -2.256132
Br 1.597893 -1.478864 5.434068
C 1.582993 -1.034964 3.599568
C 2.702293 -1.235064 2.814768
Br 4.234293 -2.057664 3.559568
C 2.671393 -0.860164 1.474168
Br 4.197393 -1.121264 0.377368
C 1.541293 -0.311064 0.858768
O 1.500193 0.022236 -0.366632
C 0.336993 -0.164664 1.676968
O -0.744807 0.212536 1.132168
C 0.435193 -0.498564 3.028968
Br -1.124907 -0.226964 4.062468

Atoms 1-6, force components in eV/Å:
-0.3767 -0.9305 -0.2746
-0.3370 -0.0427 0.1566
0.3128 -0.0439 -0.2183
0.3699 -0.2226 -0.0388
-0.0212 0.3445 0.1648
-0.1567 -0.1811 0.1335

The calculation puts the total energy at -12831.64418 a.u. The HOMO energy (spin up / spin down) is -1.53 / -1.63 eV. The relative energy (zero: lowest compared OMol25 entry of this formula, charge and spin) is 178.1 kJ/mol. As for the spin multiplicity: 6. Its HOMO-LUMO gap (spin up / spin down) is 0.1944 / 0.1753 Ha. As for the charge: -2. As for the expectation value of S²: 8.78.

***

Entry 3:
This record from the Open Molecules 2025 dataset describes C5H6BBrO in the gas phase. The level of theory is the ωB97M-V functional and the def2-TZVPD basis.

Cartesian coordinates (Å):
C 2.067718 -1.634756 0.366868
C 1.649160 -0.632737 -0.144940
C 1.173798 0.609816 -0.758907
B 0.078912 1.197475 0.220468
C -1.374087 0.627130 0.475039
C -1.719681 -0.777538 0.029108
O -2.149503 -1.594162 0.770912
Br -1.543719 -1.274424 -1.854662
H 2.335156 -2.483766 0.948207
H 0.788658 0.421395 -1.763062
H 2.002111 1.310606 -0.870519
H 0.376722 2.165316 0.851087
H -2.081224 1.352707 0.059527
H -1.542354 0.634405 1.553873

Atoms 1-6, force components in eV/Å:
-0.3686 0.2000 0.3339
0.1695 0.0060 -0.2444
-0.0262 0.1531 0.0374
-0.0289 -0.0019 -0.1656
0.6751 -0.2864 -0.3195
-0.5001 0.0482 0.7504

The calculation puts the total energy at -2868.15249 a.u. The HOMO energy is -10.09 eV. The relative energy (zero: lowest compared OMol25 entry of this formula, charge and spin) is 0.0 kJ/mol. Its HOMO-LUMO gap is 0.3776 Ha.

***

Entry 4:
This record from the Open Molecules 2025 dataset describes a gas-phase ion, C4H5O (charge +1) in a non-equilibrium geometry. The level of theory is the ωB97M-V functional and the def2-TZVPD basis.

Cartesian coordinates (Å):
C 0.898038 -0.302275 -0.438178
C 0.051981 -0.246543 0.838081
C 0.608658 0.104966 -1.611725
C -1.098496 0.574152 0.568450
O -1.349184 1.206024 -0.410134
H 1.756285 -0.792330 -0.155234
H -0.249504 -1.185215 0.920882
H 0.454041 0.085298 -2.695148
H -1.853513 0.600057 1.393880
H 0.781695 -0.044136 1.589126

Atoms 1-6, force components in eV/Å:
-2.2309 1.3008 -1.1413
2.8029 2.7005 -2.5289
-0.1849 -0.4561 0.8765
-2.4943 1.5349 2.1402
1.0613 -0.5579 -1.6664
2.5027 -1.2169 -0.2235

The calculation puts the total energy at -230.21976 a.u. The HOMO energy is -16.08 eV. The relative energy (zero: lowest compared OMol25 entry of this formula, charge and spin) is 258.8 kJ/mol. Its HOMO-LUMO gap is 0.3258 Ha. As for the charge: +1.

***

Entry 5:
This record from the Open Molecules 2025 dataset describes a molecular structure, C4H10AsFNO2 in a non-equilibrium geometry. The level of theory is the ωB97M-V functional and the def2-TZVPD basis.

Cartesian coordinates (Å):
C 2.193174 -0.351251 0.301932
C 1.282944 0.006457 -1.013775
O 1.937522 0.190657 -2.193891
N -0.218000 0.185156 -1.056049
As -0.815432 1.691480 -0.080964
F -1.471275 3.298586 0.665396
C -0.975615 -1.079659 -0.719395
C -1.012003 -1.845686 0.729491
O -1.675085 -1.644175 -1.742816
H 3.037986 -1.154415 0.112602
H 1.536504 -0.609985 1.263748
H 2.772826 0.649205 0.593290
H -2.050726 1.745124 -1.046734
H 0.053677 2.593899 -1.024900
H 0.319602 1.605127 0.971398
H -1.701201 0.853479 0.885587
H -2.146569 -2.138641 0.936270
H -0.399712 -2.841325 0.784561
H -0.668618 -1.154034 1.634250

Atoms 1-6, force components in eV/Å:
-0.0390 0.9163 0.7827
2.5278 0.3812 -5.6262
-3.6748 -1.0411 7.3734
2.2672 -4.4265 0.6414
-1.4616 2.4830 -0.0275
0.2389 -0.4514 0.1938

The calculation puts the total energy at -2699.10447 a.u. The HOMO energy is -3.99 eV. Its HOMO-LUMO gap is 0.2659 Ha. As for the charge: -1.

***

Entry 6:
This record from the Open Molecules 2025 dataset describes a molecular structure, C4H4ClN3O3 in a non-equilibrium geometry. The level of theory is the ωB97M-V functional and the def2-TZVPD basis.

Cartesian coordinates (Å):
C 2.311689 0.788671 -0.069445
C -0.519429 0.021796 0.226563
C 2.323455 -0.599609 0.052866
C -2.008873 0.338295 0.103328
N 1.360321 -1.451270 0.248685
N 0.084254 -1.170461 0.349196
N 0.464787 1.000104 0.063970
O 0.117160 2.176812 -0.122779
O 2.831020 1.848309 -0.192227
O -2.630203 -0.786401 -0.543781
Cl 3.856067 -1.268666 -0.207635
H -2.423744 0.400154 1.244306
H -2.020394 1.279892 -0.527894
H -0.518457 -2.070832 0.550715
H -3.227657 -0.506797 -1.175874

Atoms 1-6, force components in eV/Å:
-2.7345 2.5275 0.2830
2.8929 2.8664 -0.7631
0.0851 0.4212 -0.3010
0.3704 -0.6778 1.5788
-1.4347 -0.4735 0.3496
-0.9254 -3.9136 0.7041

The calculation puts the total energy at -1004.82936 a.u. The HOMO energy (spin up / spin down) is -8.10 / -8.10 eV. The relative energy (zero: lowest compared OMol25 entry of this formula, charge and spin) is 119.6 kJ/mol. Its HOMO-LUMO gap (spin up / spin down) is 0.2778 / 0.2775 Ha.